No. 1
The following is a quantum chemistry calculation of C27H30N2O6S in the gas phase, from the Open Molecules 2025 dataset.

**F_max**: 1.0 eV/A
**SMILES**: CCOC(=O)/C=c1\s/c(=C\c2c(OCC)ccc3ccccc23)c(=O)n1CC(=O)NC[C@@H]1CCCO1
**Orbital gap**: 0.2658 Eh

XYZ file:
```
66
C27H30N2O6S (ωB97M-V with the def2-TZVPD basis set)
C -1.271 0.148 -6.292
H -1.873 -0.308 -7.073
C -1.877 1.486 -5.892
H -1.927 2.166 -6.745
H -2.879 1.336 -5.475
O -1.071 2.161 -4.930
C -1.194 1.769 -3.657
O -1.979 0.907 -3.288
C -0.326 2.482 -2.754
C -0.380 2.138 -1.445
N 0.322 2.703 -0.413
C 0.166 2.106 0.815
O 0.802 2.450 1.803
C -0.790 1.011 0.741
C -0.962 0.190 1.802
C -1.754 -1.006 1.908
C -2.978 -1.129 1.238
C -3.744 -2.302 1.382
C -3.315 -3.322 2.180
C -2.092 -3.244 2.875
C -1.646 -4.307 3.685
C -0.444 -4.239 4.331
C 0.361 -3.103 4.177
C -0.049 -2.055 3.397
C -1.295 -2.078 2.736
H 0.605 -1.205 3.283
H 1.317 -3.060 4.677
H -0.105 -5.056 4.951
H -2.274 -5.182 3.779
H -3.917 -4.213 2.287
H -4.688 -2.396 0.870
O -3.395 -0.044 0.551
C -4.574 -0.077 -0.234
C -4.401 -0.846 -1.539
H -5.334 -0.822 -2.097
H -3.618 -0.386 -2.136
H -4.129 -1.882 -1.351
H -5.414 -0.469 0.354
H -4.770 0.976 -0.453
H -0.381 0.467 2.674
S -1.430 0.860 -0.886
C 1.270 3.786 -0.582
H 0.974 4.407 -1.426
H 1.270 4.375 0.339
C 2.666 3.180 -0.828
O 3.184 3.153 -1.921
N 3.200 2.681 0.302
H 2.625 2.698 1.139
C 4.339 1.798 0.306
H 4.951 2.025 -0.569
H 4.924 1.972 1.212
C 3.909 0.314 0.227
C 3.129 -0.151 1.463
H 2.522 -1.019 1.201
H 2.479 0.619 1.873
C 4.251 -0.553 2.421
H 4.543 0.290 3.047
H 3.962 -1.377 3.070
C 5.395 -0.948 1.473
H 6.343 -0.477 1.763
O 5.036 -0.532 0.164
H 5.546 -2.031 1.439
H 3.346 0.173 -0.702
H 0.343 3.220 -3.157
H -0.258 0.291 -6.660
H -1.244 -0.518 -5.433
```

Listed below, in e, are the Mulliken charges computed for each atom: C -1.084; H 0.362; C -0.205; H 0.292; H 0.297; O -0.387; C 0.183; O -0.731; C -0.689; C 0.943; N 0.205; C 0.002; O -0.786; C 0.112; C -0.739; C 0.772; C 1.078; C -0.707; C -1.415; C 0.865; C -0.814; C -0.589; C -0.765; C -0.521; C 0.430; H 0.147; H 0.428; H 0.390; H 0.393; H 0.394; H 0.376; O -0.561; C -0.711; C -0.650; H 0.422; H 0.055; H 0.299; H 0.427; H 0.395; H 0.874; S 0.160; C -1.304; H 0.532; H 0.390; C 0.838; O -0.658; N -0.101; H 0.355; C -1.205; H 0.355; H 0.325; C 0.439; C 0.031; H 0.309; H -0.058; C -0.849; H 0.339; H 0.312; C -0.527; H 0.269; O -0.530; H 0.334; H 0.390; H 0.474; H 0.313; H 0.283


No. 2
The following is a quantum chemistry calculation of C27H27AuN3O2Te as an isolated structure, from the Open Molecules 2025 dataset.

**Total charge**: +1
**F_max**: 0.7 eV/A
**Orbital gap (spin up / spin down)**: 0.2519 / 0.2236 Eh
**Spin multiplicity**: 3

XYZ file:
```
61
C27H27AuN3O2Te (ωB97M-V with the def2-TZVPD basis set)
Au 0.444 0.022 0.754
C -1.814 -2.159 2.234
C -1.017 -2.907 1.216
C -1.107 -4.293 1.089
C -0.333 -4.933 0.143
C 0.492 -4.186 -0.683
C 0.511 -2.808 -0.537
N -0.219 -2.204 0.411
C 1.245 -1.916 -1.472
C 1.875 -2.388 -2.617
C 2.408 -1.476 -3.510
C 2.263 -0.121 -3.275
C 1.623 0.298 -2.113
N 1.185 -0.604 -1.229
C 1.306 1.728 -1.849
C 1.788 2.757 -2.644
C 1.359 4.050 -2.389
C 0.469 4.276 -1.357
C 0.042 3.199 -0.580
C -0.914 3.383 0.557
N 0.468 1.962 -0.836
H -2.292 -2.834 2.940
H -2.588 -1.566 1.740
H -1.166 -1.471 2.775
H -1.771 -4.846 1.738
H -0.374 -6.009 0.036
H 1.099 -4.682 -1.425
H 1.938 -3.444 -2.824
H 2.895 -1.822 -4.411
H 2.626 0.592 -3.998
H 2.484 2.574 -3.450
H 1.713 4.870 -2.999
H 0.106 5.271 -1.142
H -1.126 4.434 0.735
H -0.501 2.952 1.470
H -1.853 2.865 0.351
C 7.033 -0.697 5.659
C 5.821 -0.289 4.873
C 4.794 0.447 5.456
C 3.714 0.909 4.721
C 2.603 1.674 5.386
C 3.679 0.622 3.347
Te 2.300 1.669 2.160
C 4.647 -0.197 2.750
C 4.585 -0.603 1.300
C 5.708 -0.633 3.529
H 6.954 -0.392 6.700
H 7.921 -0.231 5.230
H 7.179 -1.778 5.622
H 4.843 0.673 6.515
H 2.796 1.807 6.448
H 1.653 1.152 5.270
H 2.478 2.663 4.937
H 3.564 -0.576 0.918
H 4.971 -1.615 1.181
H 5.198 0.062 0.686
H 6.473 -1.253 3.074
O -0.924 1.929 4.391
C -1.034 1.180 3.451
O -0.030 0.655 2.793
H -2.032 0.866 3.081
```

Listed below, in e, are the Mulliken charges computed for each atom: Au 0.995; C -1.027; C 0.655; C -0.589; C -0.633; C -0.603; C 0.423; N -0.237; C 0.819; C -0.759; C -0.868; C -0.760; C 0.845; N 0.061; C 0.470; C -0.756; C -0.643; C -0.742; C 0.662; C -0.931; N -0.050; H 0.419; H 0.316; H -0.036; H 0.394; H 0.456; H 0.366; H 0.325; H 0.463; H 0.307; H 0.349; H 0.460; H 0.397; H 0.407; H -0.013; H 0.301; C -1.453; C 0.604; C -0.990; C 0.738; C -1.644; C 0.342; Te 0.429; C 1.068; C -1.491; C -0.849; H 0.351; H 0.333; H 0.356; H 0.297; H 0.379; H 0.254; H 0.367; H 0.078; H 0.442; H 0.350; H 0.419; O -0.532; C -0.003; O -0.457; H 0.371


No. 3
The following is a quantum chemistry calculation of C31H34BF4Ge2N2O2Rb as an isolated structure at a distorted geometry, from the Open Molecules 2025 dataset.

**Total charge**: -1
**F_max**: 3.6 eV/A
**Orbital gap (spin up / spin down)**: 0.1942 / 0.1718 Eh
**Spin multiplicity**: 2

XYZ file:
```
77
C31H34BF4Ge2N2O2Rb (ωB97M-V with the def2-TZVPD basis set)
Rb -2.372 0.579 2.419
C -1.962 2.982 -0.506
N -2.709 1.758 -0.158
C -2.189 0.636 -0.928
C -4.155 1.929 -0.282
C -4.716 2.969 0.633
N -4.349 2.650 1.975
C -4.453 3.558 2.945
C -4.116 3.188 4.285
F -3.665 1.880 4.466
C -4.096 4.064 5.339
F -3.558 3.679 6.496
C -4.714 5.293 5.245
C -5.218 5.609 3.991
F -5.855 6.851 3.899
C -5.120 4.812 2.879
F -5.400 5.311 1.647
H -1.996 3.178 -1.570
H -0.912 2.809 -0.261
H -2.368 3.772 0.082
H -2.370 0.834 -1.988
H -2.722 -0.318 -0.695
H -1.103 0.579 -0.836
H -4.545 0.930 0.060
H -4.529 2.013 -1.306
H -5.801 2.951 0.629
H -4.475 4.017 0.309
H -4.765 5.982 6.080
C 1.872 2.429 -2.182
Ge 2.937 1.397 -0.886
C 4.778 1.795 -1.606
C 2.959 2.567 0.720
Ge 1.801 -0.847 -1.019
C 2.256 -1.000 -2.958
C 3.544 -1.283 -3.407
C 3.783 -1.422 -4.762
C 2.702 -1.475 -5.690
C 1.447 -1.260 -5.229
C 1.218 -0.991 -3.849
C 3.202 -1.930 -0.048
C 3.811 -3.133 -0.508
C 4.517 -3.957 0.323
C 4.702 -3.621 1.680
C 4.204 -2.441 2.097
C 3.491 -1.600 1.256
H 2.148 3.486 -2.233
H 0.796 2.391 -1.954
H 1.951 1.992 -3.168
H 5.513 1.216 -1.058
H 4.920 2.868 -1.543
H 4.928 1.410 -2.598
H 3.236 3.570 0.395
H 3.860 2.313 1.429
H 2.099 2.619 1.408
H 4.264 -1.274 -2.602
H 4.783 -1.508 -5.181
H 2.942 -1.670 -6.747
H 0.588 -1.345 -5.895
H 0.171 -0.918 -3.486
H 3.564 -3.519 -1.534
H 4.955 -4.850 -0.112
H 5.219 -4.297 2.303
H 4.410 -2.103 3.116
H 2.994 -0.735 1.710
O -3.185 -4.973 -0.328
B -3.153 -3.609 -0.322
O -2.101 -3.037 0.324
C -1.279 -4.151 0.696
C -0.067 -4.196 1.263
C 0.486 -5.430 1.469
C -0.127 -6.595 0.985
C -1.394 -6.528 0.405
C -1.962 -5.270 0.242
H 0.361 -3.190 1.478
H 1.534 -5.473 1.769
H 0.417 -7.548 1.001
H -1.863 -7.367 -0.013
```

Listed below, in e, are the Mulliken charges computed for each atom: Rb 0.821; C -0.972; N 0.468; C -0.898; C -0.903; C -1.018; N -0.300; C 0.412; C -0.178; F -0.349; C 0.270; F -0.322; C -0.605; C 0.245; F -0.338; C 0.301; F -0.304; H 0.295; H 0.072; H 0.352; H 0.319; H 0.236; H 0.254; H 0.264; H 0.348; H 0.581; H 0.394; H 0.435; C -1.159; Ge 0.498; C -1.487; C -1.296; Ge -0.052; C 0.131; C -0.085; C -0.703; C -0.489; C -0.455; C -0.322; C -0.025; C -0.189; C -0.561; C -0.533; C -0.580; C -0.419; H 0.423; H 0.227; H 0.392; H 0.409; H 0.421; H 0.426; H 0.425; H 0.311; H 0.316; H 0.491; H 0.347; H 0.327; H 0.374; H 0.244; H 0.272; H 0.348; H 0.462; H 0.327; H 0.293; O -0.522; B 0.151; O -0.123; C 0.745; C -0.514; C -0.602; C -0.413; C -0.694; C 0.542; H 0.252; H 0.368; H 0.349; H 0.472